[1]
This record from OMol25 describes a molecular structure, C60H60N11O2P4SSe2W at a distorted geometry. The level of theory is wB97M-V/def2-TZVPD.

Values from the calculation:
ΔE to the lowest compared entry with this formula, charge and spin   0.0 kJ/mol
Strongest force on any atom   0.027 hartree/bohr
Frontier orbital gap (spin up / spin down)   6.05 / 5.89 eV
Net charge   +2
Lowest unoccupied orbital energy (spin up / spin down)   -4.665 / -4.650 eV
Multiplicity   2

CARTESIAN COORDINATES (ANGSTROEM)
W (0.211, 0.696, -0.786)
O (1.142, 1.439, 1.052)
N (1.969, 2.478, 0.956)
C (1.936, 3.412, 1.920)
C (2.814, 4.467, 1.875)
C (3.720, 4.540, 0.818)
C (3.739, 3.555, -0.148)
C (2.845, 2.487, -0.078)
S (2.740, 1.109, -1.100)
H (1.196, 3.235, 2.690)
H (2.783, 5.215, 2.653)
H (4.414, 5.367, 0.753)
H (4.442, 3.585, -0.968)
Se (-0.592, 2.106, 5.388)
P (-1.701, 0.384, 4.884)
C (-1.104, -1.099, 5.767)
C (-0.316, -0.910, 6.897)
C (0.081, -1.998, 7.667)
C (-0.303, -3.280, 7.307)
C (-1.097, -3.474, 6.180)
C (-1.504, -2.391, 5.421)
C (-3.467, 0.462, 5.281)
C (-3.926, 1.415, 6.183)
C (-5.264, 1.433, 6.548)
C (-6.142, 0.495, 6.022)
C (-5.683, -0.469, 5.133)
C (-4.347, -0.488, 4.766)
C (-1.520, -0.010, 3.123)
C (-1.589, 0.741, 1.943)
N (-0.901, 0.021, 1.016)
N (-0.505, -1.116, 1.557)
N (-0.832, -1.139, 2.827)
P (-2.277, 2.320, 1.408)
Se (-1.068, 2.961, -0.291)
C (-2.293, 3.562, 2.710)
C (-3.332, 3.587, 3.637)
C (-3.366, 4.565, 4.616)
C (-2.371, 5.530, 4.668)
C (-1.354, 5.529, 3.726)
C (-1.319, 4.556, 2.742)
C (-4.001, 2.046, 0.971)
C (-4.569, 2.733, -0.096)
C (-5.902, 2.525, -0.415)
C (-6.666, 1.633, 0.326)
C (-6.100, 0.948, 1.394)
C (-4.769, 1.153, 1.716)
H (-0.014, 0.093, 7.173)
H (0.681, -1.835, 8.553)
H (-0.006, -4.127, 7.913)
H (-1.415, -4.472, 5.906)
H (-2.119, -2.560, 4.548)
H (-3.230, 2.142, 6.584)
H (-5.620, 2.176, 7.249)
H (-7.184, 0.509, 6.313)
H (-6.365, -1.209, 4.736)
H (-3.997, -1.241, 4.068)
H (-4.125, 2.853, 3.611)
H (-4.174, 4.574, 5.336)
H (-2.402, 6.298, 5.430)
H (-0.594, 6.299, 3.747)
H (-0.546, 4.577, 1.985)
H (-3.969, 3.422, -0.678)
H (-6.346, 3.061, -1.243)
H (-7.705, 1.472, 0.069)
H (-6.692, 0.253, 1.976)
H (-4.331, 0.598, 2.535)
C (4.033, -4.012, -13.264)
O (3.497, -2.740, -12.926)
C (3.220, -2.489, -11.634)
C (3.388, -3.407, -10.600)
C (3.064, -3.033, -9.305)
C (2.577, -1.764, -9.019)
C (2.415, -0.851, -10.069)
C (2.732, -1.207, -11.358)
C (2.227, -1.345, -7.667)
N (1.811, -0.143, -7.325)
C (1.602, -0.203, -5.980)
C (1.891, -1.456, -5.484)
N (2.291, -2.181, -6.578)
C (1.755, -1.793, -4.111)
C (2.038, -3.052, -3.558)
C (1.831, -3.271, -2.220)
C (1.323, -2.237, -1.432)
N (1.073, -1.037, -1.928)
C (1.294, -0.779, -3.242)
C (0.990, 0.549, -3.749)
N (0.578, 1.487, -2.863)
C (0.395, 2.726, -3.289)
C (0.564, 3.098, -4.625)
C (0.930, 2.152, -5.546)
C (1.164, 0.840, -5.110)
H (4.212, -3.984, -14.334)
H (3.323, -4.809, -13.034)
H (4.976, -4.190, -12.743)
H (3.766, -4.400, -10.789)
H (3.215, -3.768, -8.523)
H (2.039, 0.139, -9.853)
H (2.614, -0.516, -12.181)
H (2.584, -3.142, -6.604)
H (2.411, -3.850, -4.188)
H (2.030, -4.234, -1.770)
H (1.090, -2.366, -0.382)
H (0.106, 3.461, -2.552)
H (0.392, 4.128, -4.906)
H (1.059, 2.387, -6.594)
C (2.570, -1.910, 5.158)
N (2.909, -2.993, 4.114)
C (4.422, -2.960, 3.865)
N (4.849, -1.667, 3.471)
C (4.484, -0.690, 4.500)
N (3.046, -0.644, 4.745)
C (2.296, -0.112, 3.600)
P (2.486, -1.119, 2.059)
C (2.140, -2.768, 2.845)
C (4.332, -1.277, 2.145)
H (3.057, -2.237, 6.077)
H (1.486, -1.924, 5.273)
H (2.655, -3.899, 4.508)
H (4.628, -3.708, 3.099)
H (4.884, -3.253, 4.808)
H (4.819, 0.296, 4.184)
H (4.994, -0.952, 5.429)
H (2.631, 0.906, 3.393)
H (1.243, -0.034, 3.867)
H (2.381, -3.583, 2.160)
H (1.078, -2.824, 3.096)
H (4.782, -0.320, 1.870)
H (4.675, -1.997, 1.398)
C (-2.565, 0.809, -3.269)
P (-1.848, -0.266, -1.984)
C (-3.250, -0.687, -0.913)
C (-1.676, -1.863, -2.852)
H (-3.547, 0.457, -3.585)
H (-1.907, 0.835, -4.140)
H (-2.653, 1.822, -2.872)
H (-4.043, -1.116, -1.528)
H (-3.639, 0.185, -0.403)
H (-2.930, -1.419, -0.171)
H (-2.646, -2.128, -3.276)
H (-1.385, -2.638, -2.143)
H (-0.950, -1.826, -3.661)

[2]
This record from OMol25 describes 2 unconnected molecules or ions with the total composition C4H14N3P at a distorted geometry. The level of theory is wB97M-V/def2-TZVPD.

Values from the calculation:
ΔE to the lowest compared entry with this formula, charge and spin   115.8 kJ/mol
Strongest force on any atom   0.189 hartree/bohr
SMILES   C/N=P/NC.CNC
Frontier orbital gap   8.94 eV
Lowest unoccupied orbital energy   0.972 eV

CARTESIAN COORDINATES (ANGSTROEM)
C (-1.738, -1.080, 2.293)
C (-1.849, -0.687, -1.992)
C (2.314, -0.462, -0.115)
C (1.772, 1.969, -0.510)
N (-1.250, 0.176, 1.727)
N (-1.950, -0.501, -0.576)
N (1.516, 0.570, -0.734)
P (-1.293, 0.664, 0.194)
H (-0.956, -1.492, 2.993)
H (-2.791, -1.163, 2.721)
H (-1.673, -1.841, 1.526)
H (-1.249, 0.111, -2.480)
H (-1.456, -1.661, -2.208)
H (-2.883, -0.652, -2.367)
H (1.831, -1.437, -0.059)
H (3.247, -0.695, -0.718)
H (2.543, -0.117, 0.868)
H (1.938, 2.124, 0.606)
H (2.672, 2.414, -1.148)
H (0.861, 2.481, -0.757)
H (-0.918, 0.833, 2.306)
H (1.314, 0.444, -1.572)